<1>
A single C18H19NO6 molecule, computed with the ωB97M-V functional and the def2-TZVPD basis.

Properties
Gap between HOMO and LUMO = 8.66 eV
HOMO level = -8.36 eV
Lowest unoccupied orbital energy = 0.303 eV
SMILES = CCOC(=O)c1c(C)[nH]c(C(=O)COC(=O)c2ccc(O)cc2)c1C
Multiplicity = 1

```
44
C18H19NO6 the ωB97M-V functional and the def2-TZVPD basis
C 5.10810 -1.32077 -3.42860
C 4.28111 -2.38964 -2.73872
H 4.91843 -3.10516 -2.20626
H 3.67459 -2.95145 -3.45865
O 3.41606 -1.75349 -1.80153
C 2.60447 -2.57045 -1.10142
O 2.60960 -3.76993 -1.25798
C 1.75616 -1.83289 -0.16902
C 1.72244 -0.44324 0.01286
N 0.82448 -0.17068 0.96513
C 0.23805 -1.33227 1.42211
C 0.81403 -2.39743 0.72232
C 0.48360 -3.82822 0.90806
H 1.11569 -4.44705 0.28008
H -0.56319 -4.00084 0.66125
H 0.60683 -4.10321 1.95452
C -0.74575 -1.40269 2.46293
O -1.23640 -2.44197 2.86206
C -1.17525 -0.07025 3.12228
H -1.69538 -0.31924 4.05103
O -2.12125 0.63495 2.32430
C -1.73120 1.71693 1.65263
O -0.57848 2.11257 1.63266
C -2.83450 2.38054 0.94201
C -4.13238 1.87232 0.96069
C -5.13946 2.52480 0.28230
C -4.86844 3.69577 -0.42405
C -3.56970 4.20634 -0.44443
C -2.56590 3.55236 0.23135
H -1.55719 3.93578 0.22629
H -3.37978 5.11298 -0.99584
O -5.82666 4.36596 -1.09988
H -6.67795 3.91838 -1.01300
H -6.14656 2.12968 0.29575
H -4.34215 0.96597 1.50581
H -0.30972 0.56718 3.33132
H 0.56177 0.76999 1.25592
C 2.48398 0.63944 -0.65306
H 2.33280 0.60052 -1.72980
H 2.16202 1.60815 -0.27696
H 3.55045 0.51761 -0.47314
H 4.45872 -0.62013 -3.94679
H 5.77640 -1.78416 -4.14841
H 5.69752 -0.77306 -2.69810
```



<2>
A single C18H19NO6 molecule, computed with the ωB97M-V functional and the def2-TZVPD basis.

Properties
Gap between HOMO and LUMO = 6.99 eV
HOMO level = -8.60 eV
Lowest unoccupied orbital energy = -1.608 eV
SMILES = C/C=C(/C)C(=O)OC[C@@H]1C2=C(C=CN1C=O)C(=O)C(C)=C(OC)C2=O
Multiplicity = 1

```
44
C18H19NO6 the ωB97M-V functional and the def2-TZVPD basis
O -2.93809 -1.49880 2.79755
O 1.46482 0.87298 1.28638
O 0.88984 2.24773 -2.56320
O -3.25762 4.59677 -0.41458
O 1.80474 -1.69678 2.49641
O -0.01083 0.34031 -1.57288
C -1.85651 -0.93771 2.54342
C 0.46276 0.26706 1.44952
C 0.96979 1.04804 -2.22529
C -2.26120 3.85300 -0.41976
C -3.26600 1.01824 1.76297
C 0.54875 -1.00763 2.26529
C -1.93147 0.36337 1.81821
C -3.37090 2.10241 0.88104
C -0.56372 -1.54723 2.84597
C -0.82566 0.87915 1.19352
C 2.01916 -1.09569 -3.16367
C 2.13749 0.18625 -2.57559
N -2.28191 2.56636 0.15051
C 2.65241 -1.86334 1.35176
C -0.74944 -2.78296 3.69908
C 0.86110 -1.81359 -3.78748
C 3.41341 0.58028 -1.86807
C -1.20886 0.98535 -1.31274
C -1.08271 1.75538 0.01686
H -1.36727 3.88749 -1.07616
H -4.17983 0.59733 2.25331
H -4.37774 2.60725 0.80056
H 2.96337 -1.65816 -3.11389
H 3.15948 -2.83410 1.44009
H 2.06490 -1.96854 0.40476
H 3.32042 -0.93368 1.09276
H -1.59751 -3.40655 3.48895
H -0.89209 -2.48593 4.80766
H 0.17608 -3.46134 3.65919
H -0.06784 -1.27845 -3.80148
H 0.56842 -2.67326 -3.15854
H 1.28194 -2.31504 -4.76252
H 3.44692 1.59160 -1.88406
H 4.33669 0.21619 -2.34222
H 3.33080 0.19694 -0.89762
H -1.49121 1.64544 -2.18362
H -2.02129 0.30196 -1.28886
H -0.27358 2.55194 -0.09353
```



Tell me which of them is the most stable. Sure, it is <1>.



<1>
A molecular structure, C49H59CaF5N4O2P2Si, computed with the ωB97M-V functional and the def2-TZVPD basis.

Properties
Total charge = -2
Gap between HOMO and LUMO = 5.93 eV
HOMO level = -2.01 eV
Lowest unoccupied orbital energy = 3.918 eV
Multiplicity = 1

```
123
C49H59CaF5N4O2P2Si the ωB97M-V functional and the def2-TZVPD basis
Ca -0.51515 -1.34557 0.51192
C -1.67979 1.02594 -2.57569
Si -0.74456 1.11926 -0.88856
C -2.00800 2.13193 0.19072
C -3.31530 2.35205 -0.26413
C -4.31419 2.85440 0.55822
C -4.03370 3.14638 1.88414
C -2.74475 2.95743 2.35996
C -1.73092 2.47646 1.53068
P 0.00103 2.23220 2.07897
C 0.58503 4.00450 2.20182
C -0.00930 4.97046 3.22693
C 0.39805 6.41657 2.90081
C 1.86066 6.52359 2.42872
C 2.66796 5.32412 2.91313
C 2.13032 4.04334 2.26772
C -0.13720 1.42786 3.75137
C -0.63861 2.16566 5.01850
C 0.49678 2.40434 6.01140
C 1.05801 1.07164 6.52625
C 1.10606 0.01149 5.40696
C 1.17936 0.67594 4.03626
C 0.49488 2.52412 -1.45319
C 0.02077 3.84561 -1.53205
C 0.75662 4.87271 -2.09678
C 2.00882 4.60337 -2.63979
C 2.50289 3.31298 -2.57712
C 1.77904 2.27851 -1.96911
P 2.52863 0.58777 -1.83190
C 2.97576 0.26868 -3.62724
C 3.41521 -1.19498 -3.81058
C 2.31044 -2.20363 -3.46218
C 0.91747 -1.70712 -3.87830
C 1.04868 -0.71737 -5.03259
C 1.74795 0.55503 -4.54185
C 4.10705 1.09018 -0.91348
C 4.46815 0.07095 0.17623
C 5.23776 -1.11641 -0.38827
C 6.52700 -0.64995 -1.05997
C 6.23569 0.35208 -2.17664
C 5.36863 1.51126 -1.68431
H -1.93259 2.00804 -2.99254
H -2.59789 0.43744 -2.49243
H -1.04641 0.51101 -3.30681
H -3.56939 2.09197 -1.28439
H -5.31801 2.98760 0.17074
H -4.81306 3.49889 2.54993
H -2.54675 3.16051 3.40504
H 0.27955 4.36763 1.21256
H 0.33345 4.70875 4.23024
H -1.09691 4.90642 3.22819
H 0.24293 7.04091 3.78620
H -0.26685 6.80493 2.12465
H 2.30462 7.46067 2.77450
H 1.89989 6.54236 1.33494
H 2.60632 5.25798 4.00487
H 3.72618 5.44499 2.66710
H 2.51920 3.16861 2.79725
H 2.51090 3.97740 1.24721
H -0.87415 0.64797 3.51760
H -1.40252 1.55032 5.50680
H -1.12214 3.10791 4.77749
H 0.15123 3.02034 6.84655
H 1.29054 2.97298 5.51453
H 0.43336 0.71208 7.34921
H 2.05797 1.23232 6.93976
H 0.20406 -0.60821 5.43782
H 1.95063 -0.66446 5.54913
H 1.36503 -0.05763 3.25051
H 2.03179 1.36536 4.01714
H -0.96692 4.06709 -1.13868
H 0.34935 5.87764 -2.13436
H 2.58753 5.38797 -3.11475
H 3.47220 3.10818 -3.01560
H 3.80530 0.91608 -3.92482
H 4.28840 -1.41754 -3.19926
H 3.73015 -1.33180 -4.85121
H 2.34015 -2.39788 -2.38763
H 2.53165 -3.15376 -3.95719
H 0.43272 -1.19420 -3.04075
H 0.27415 -2.54634 -4.14912
H 0.06616 -0.45789 -5.43227
H 1.60970 -1.18439 -5.85010
H 1.00626 1.14242 -3.99818
H 2.05500 1.17332 -5.39002
H 3.74232 1.98238 -0.40496
H 3.56892 -0.27250 0.68802
H 5.09969 0.57158 0.92364
H 4.60315 -1.63062 -1.12029
H 5.43577 -1.84316 0.40006
H 7.09626 -1.49827 -1.45279
H 7.15778 -0.16600 -0.30350
H 5.73205 -0.16139 -2.99716
H 7.16997 0.74868 -2.58722
H 5.12288 2.16839 -2.52032
H 5.97391 2.11549 -0.99468
N 0.52802 -3.42160 -0.42239
C 1.54666 -3.86817 0.53890
C 2.10868 -2.68619 1.34675
O 3.05763 -2.90563 2.09269
O 1.51942 -1.56691 1.14555
H 0.10666 -4.18826 -0.92905
H 0.95782 -2.80336 -1.10641
H 2.39165 -4.39091 0.08089
H 1.07919 -4.54617 1.25390
F -3.35291 -0.25712 1.96583
C -2.97681 -1.25396 2.81336
C -1.84981 -1.98950 2.53231
C -1.58185 -2.97046 3.45416
F -0.49270 -3.78117 3.29430
C -2.34528 -3.22416 4.58096
F -2.03870 -4.20735 5.45322
C -3.46039 -2.44055 4.81530
F -4.22427 -2.65607 5.90335
C -3.78782 -1.43778 3.92122
F -4.87630 -0.68008 4.15496
N -2.28417 -2.26604 -1.13226
C -3.15333 -2.33338 -1.89440
C -4.16755 -2.46705 -2.85317
C -5.44849 -1.90300 -2.65014
N -6.50552 -1.45800 -2.50339
C -3.90216 -3.19480 -4.03653
N -3.68933 -3.79356 -5.00346
```



<2>
A molecular structure, C49H59CaF5N4O2P2Si, computed with the ωB97M-V functional and the def2-TZVPD basis.

Properties
Total charge = -2
Gap between HOMO and LUMO = 5.98 eV
HOMO level = -2.25 eV
Lowest unoccupied orbital energy = 3.729 eV
Multiplicity = 1

```
123
C49H59CaF5N4O2P2Si the ωB97M-V functional and the def2-TZVPD basis
Ca 2.74373 -0.35991 -0.12880
C 1.58829 2.72857 -2.31457
Si 0.72981 1.17697 -1.55304
C 0.43376 0.10453 -3.15037
C 0.95909 0.56317 -4.36897
C 0.92282 -0.18486 -5.53736
C 0.35018 -1.44484 -5.52578
C -0.18379 -1.93403 -4.34295
C -0.15851 -1.19075 -3.15917
P -0.86439 -1.85242 -1.59492
C -2.64595 -1.39894 -1.79288
C -3.50582 -2.04323 -2.87867
C -4.81073 -1.24737 -3.04215
C -5.40673 -0.80444 -1.68729
C -4.86791 -1.66123 -0.54525
C -3.35486 -1.46526 -0.41875
C -0.71692 -3.69423 -1.75008
C -1.38790 -4.49632 -2.90628
C -2.33300 -5.58540 -2.40396
C -1.62809 -6.57417 -1.47152
C -0.71121 -5.84873 -0.46011
C -1.03211 -4.35876 -0.39687
C -1.01203 2.02844 -1.30492
C -1.80323 2.26838 -2.44948
C -2.97459 3.00197 -2.41439
C -3.40503 3.56019 -1.21083
C -2.65046 3.35047 -0.07331
C -1.47373 2.58225 -0.09615
P -0.58648 2.29337 1.50862
C -0.19773 4.03835 2.06568
C 0.80079 3.96629 3.23957
C 2.23218 3.53543 2.84420
C 2.51185 3.72875 1.35678
C 1.89030 5.04798 0.91073
C 0.35860 4.93696 0.92245
C -2.12383 1.75214 2.48839
C -1.82116 0.44862 3.24258
C -1.12770 0.71347 4.57599
C -1.98591 1.60608 5.46884
C -2.28077 2.93795 4.78318
C -2.88801 2.72722 3.39942
H 0.98479 3.23196 -3.08270
H 2.56621 2.47377 -2.73897
H 1.77500 3.45438 -1.51448
H 1.43772 1.53702 -4.39912
H 1.35927 0.21069 -6.44797
H 0.33009 -2.05357 -6.42220
H -0.59868 -2.93203 -4.34599
H -2.55554 -0.34694 -2.06107
H -3.72483 -3.08558 -2.61766
H -2.97265 -2.06108 -3.83334
H -5.53868 -1.84269 -3.60250
H -4.59991 -0.36137 -3.64878
H -6.49870 -0.84299 -1.72128
H -5.13736 0.23876 -1.48803
H -5.10329 -2.71602 -0.73356
H -5.35570 -1.40135 0.39904
H -2.92261 -2.24774 0.21287
H -3.15842 -0.52408 0.09610
H 0.36907 -3.78453 -1.87104
H -0.60275 -4.96420 -3.50859
H -1.94244 -3.84689 -3.58016
H -2.77214 -6.11340 -3.25444
H -3.17155 -5.11629 -1.87787
H -1.03855 -7.27529 -2.06972
H -2.37799 -7.17202 -0.94653
H 0.33867 -5.95042 -0.75297
H -0.80333 -6.30065 0.52966
H -0.45610 -3.87946 0.39468
H -2.08733 -4.21850 -0.13243
H -1.47644 1.85821 -3.40239
H -3.54925 3.14983 -3.32322
H -4.31194 4.15365 -1.16591
H -2.98130 3.78880 0.86419
H -1.11755 4.49795 2.43671
H 0.43670 3.26900 3.99498
H 0.82384 4.94819 3.72551
H 2.40810 2.49495 3.13297
H 2.94288 4.14508 3.40969
H 2.07056 2.90662 0.78680
H 3.58599 3.69531 1.16339
H 2.22253 5.33441 -0.08953
H 2.22487 5.84078 1.59267
H 0.04319 4.54949 -0.04511
H -0.09140 5.93106 1.00326
H -2.80865 1.51464 1.68003
H -1.21048 -0.20552 2.61273
H -2.76594 -0.08231 3.43050
H -0.16354 1.19634 4.39396
H -0.90427 -0.22927 5.08210
H -1.49191 1.77717 6.42946
H -2.93373 1.09452 5.68603
H -1.35623 3.51221 4.70449
H -2.96380 3.53822 5.39200
H -3.04206 3.68910 2.90299
H -3.89263 2.30285 3.54008
N 1.49209 -2.02619 1.59516
C 2.18019 -3.29478 1.29741
C 2.35040 -3.46601 -0.21825
O 2.51730 -4.59189 -0.67914
O 2.26910 -2.35911 -0.87293
H 1.09782 -2.00302 2.52420
H 0.72355 -1.90497 0.93562
H 1.67616 -4.18044 1.68655
H 3.18217 -3.26377 1.73746
F 2.15341 0.39725 3.29935
C 3.48617 0.10585 3.23666
C 4.09773 -0.05295 2.02021
C 5.43187 -0.36734 2.12425
F 6.17839 -0.58596 1.00897
C 6.12248 -0.51232 3.31623
F 7.42533 -0.82889 3.35476
C 5.44415 -0.33228 4.50275
F 6.08028 -0.46426 5.67375
C 4.10089 -0.01761 4.46788
F 3.43768 0.15395 5.62649
N 4.55712 0.52142 -1.53869
C 5.57466 0.64087 -2.07711
C 6.79202 0.81203 -2.75400
C 7.79568 1.64632 -2.19276
N 8.62006 2.32692 -1.75227
C 7.00167 0.19922 -4.01806
N 7.18902 -0.28552 -5.05137
```



Tell me which of them is the most stable. Sure, it is <1>.



<1>
2 unconnected molecules or ions with the total composition C4H3O2, computed with the ωB97M-V functional and the def2-TZVPD basis.

Properties
Total charge = +1
Gap between HOMO and LUMO = 11.22 eV
HOMO level = -16.99 eV
Lowest unoccupied orbital energy = -5.769 eV
Multiplicity = 1

```
9
C4H3O2 the ωB97M-V functional and the def2-TZVPD basis
C -0.84976 0.14049 -0.02031
C 1.54836 0.25395 -0.02983
C 0.36428 -0.17645 -0.73370
C 0.53678 -0.10037 0.92544
O -1.81163 -0.77856 -0.00947
O 1.09625 -1.12440 0.09034
H -1.04639 1.13835 -0.06656
H 2.86541 1.01935 0.04243
H -2.70330 -0.37236 -0.19833
```



<2>
A gas-phase ion, C4H3O2 (charge +1), computed with the ωB97M-V functional and the def2-TZVPD basis.

Properties
Total charge = +1
Gap between HOMO and LUMO = 8.77 eV
HOMO level = -15.33 eV
Lowest unoccupied orbital energy = -6.567 eV
Multiplicity = 1

```
9
C4H3O2 the ωB97M-V functional and the def2-TZVPD basis
C -0.11725 0.84975 0.79786
C 0.14988 -0.41073 1.06538
C -0.08667 0.57554 -1.65257
C 0.15246 -1.68964 1.46306
O 0.29617 -2.77543 1.79580
O -0.11204 1.45299 -0.80826
H -0.15188 1.72390 1.33558
H -0.17090 0.74117 -2.71518
H 0.04021 -0.46756 -1.28166
```



Tell me which of them is the most stable. Sure, it is <2>.